Entry 1:
{"formula": "C26H25N2O2", "method": "wB97M-V/def2-TZVPD", "elements": ["C", "C", "C", "C", "O", "C", "C", "C", "C", "C", "C", "C", "C", "O", "C", "C", "C", "C", "C", "H", "H", "H", "H", "H", "H", "H", "H", "H", "H", "H", "H", "H", "H", "H", "C", "C", "C", "C", "C", "N", "C", "C", "N", "C", "C", "H", "H", "H", "H", "H", "H", "H", "H", "H", "H"], "coordinates": [[-0.48120, 5.47960, 0.19674], [-0.81225, 4.69812, -1.08178], [-1.06184, 3.31724, -0.58437], [-0.79168, 3.29861, 0.80401], [-0.34367, 4.49207, 1.29050], [-0.94286, 2.11678, 1.55093], [-1.34980, 0.97148, 0.91055], [-1.48327, 0.91174, -0.51746], [-1.84042, -0.24250, -1.26110], [-2.00214, -1.58684, -0.83712], [-2.86298, -2.45657, -1.58243], [-3.06035, -3.76276, -1.18667], [-2.44370, -4.23370, -0.00165], [-2.78562, -5.51122, 0.32575], [-3.73606, -5.98873, -0.70717], [-3.86347, -4.88251, -1.76316], [-1.57177, -3.41262, 0.74058], [-1.32930, -2.13202, 0.30172], [-1.36611, 2.14127, -1.23522], [0.45284, 6.04823, 0.13659], [-1.29682, 6.15861, 0.47193], [-1.68586, 5.11701, -1.59608], [0.02956, 4.71377, -1.78752], [-0.74579, 2.16231, 2.61886], [-1.65212, 0.11286, 1.49920], [-2.14823, -0.03388, -2.29677], [-3.42188, -2.06628, -2.43137], [-3.33231, -6.92399, -1.10788], [-4.68727, -6.19851, -0.20815], [-4.90793, -4.59590, -1.93138], [-3.45206, -5.22293, -2.72266], [-1.11622, -3.82798, 1.63095], [-0.62516, -1.50141, 0.83471], [-1.58722, 2.16851, -2.30080], [2.84910, 3.89730, 0.14439], [3.26511, 3.36609, 1.37238], [3.34989, 1.98999, 1.55929], [2.95421, 1.13471, 0.51809], [2.90500, -0.31737, 0.72169], [2.43810, -1.16974, -0.19051], [2.98887, -2.48826, 0.16965], [3.39235, -2.38234, 1.66153], [3.38847, -0.94983, 1.83544], [2.64680, 1.65986, -0.75174], [2.56980, 3.03770, -0.92527], [2.74777, 4.98824, 0.02225], [3.50702, 4.03441, 2.19225], [3.68032, 1.57849, 2.51148], [2.25085, -3.27479, -0.02602], [3.91926, -2.68526, -0.41030], [2.63309, -2.86896, 2.29094], [4.38352, -2.79789, 1.90159], [3.72230, -0.50793, 2.69070], [2.43211, 0.97676, -1.57260], [2.28101, 3.45097, -1.88753]], "homo_ha": -0.3771, "e_above_lowest_kj_mol": 66.55, "total_charge": 1, "fmax_ha_per_bohr": 0.0591, "gap_ev": 5.39}



Entry 2:
{"formula": "C26H25N3O7", "method": "wB97M-V/def2-TZVPD", "elements": ["C", "O", "C", "C", "C", "C", "C", "C", "C", "C", "O", "C", "C", "O", "C", "O", "C", "C", "N", "C", "C", "C", "C", "C", "C", "N", "C", "O", "C", "C", "N", "C", "C", "O", "C", "O", "H", "H", "H", "H", "H", "H", "H", "H", "H", "H", "H", "H", "H", "H", "H", "H", "H", "H", "H", "H", "H", "H", "H", "H", "H"], "coordinates": [[-7.49290, -1.53799, -0.89783], [-7.09228, -0.53918, -1.80685], [-6.09190, -0.95858, -2.70259], [-4.70478, -0.95995, -2.12793], [-4.38341, -0.34439, -0.99351], [-3.05114, -0.36427, -0.39737], [-2.29037, -1.49086, -0.42245], [-0.99670, -1.57110, 0.18231], [-0.18422, -2.66276, 0.06775], [1.13827, -2.69494, 0.59983], [1.97132, -3.54716, 0.33857], [1.51342, -1.58873, 1.61393], [1.38373, -2.17236, 3.02328], [2.89597, -1.25924, 1.41439], [3.12072, -0.61550, 0.27379], [2.24590, -0.26613, -0.48224], [4.57924, -0.40525, 0.04844], [5.52951, -1.28796, 0.62548], [6.81027, -1.13609, 0.44637], [7.21411, -0.10533, -0.32837], [8.58722, 0.11011, -0.55469], [8.98821, 1.14767, -1.35016], [8.04705, 2.00564, -1.94718], [6.70748, 1.82662, -1.74355], [6.26084, 0.76730, -0.92719], [4.94254, 0.59543, -0.71512], [0.70003, -0.29599, 1.55182], [1.11302, 0.71784, 2.07769], [-0.59621, -0.38216, 0.88548], [-1.39062, 0.72469, 0.86370], [-2.57494, 0.77800, 0.22349], [-3.31704, 2.02703, 0.18225], [-4.17543, 2.18792, 1.46392], [-3.45852, 1.97802, 2.63898], [-2.39075, 3.23701, -0.03855], [-1.82793, 3.67461, 1.18049], [-7.93021, -2.39451, -1.42506], [-8.24788, -1.08578, -0.25815], [-6.65710, -1.89160, -0.28461], [-6.12844, -0.25289, -3.54193], [-6.32337, -1.95955, -3.09872], [-3.96005, -1.47142, -2.72040], [-5.16216, 0.18158, -0.45779], [-2.68014, -2.37155, -0.90786], [-0.48501, -3.50687, -0.53417], [0.34735, -2.43903, 3.21650], [2.00786, -3.05971, 3.09669], [1.71387, -1.43424, 3.75065], [5.20676, -2.12261, 1.23093], [9.29249, -0.56128, -0.09034], [10.03986, 1.31706, -1.52916], [8.39695, 2.81393, -2.57247], [5.96650, 2.47055, -2.19044], [-1.05250, 1.61371, 1.37294], [-3.98679, 1.98605, -0.68221], [-4.97144, 1.43836, 1.46520], [-4.63630, 3.18565, 1.44082], [-2.75115, 2.63668, 2.68152], [-2.99038, 4.04656, -0.47813], [-1.60777, 2.95531, -0.75443], [-1.13063, 4.31362, 1.00425]], "homo_ha": -0.2762, "e_above_lowest_kj_mol": 146.54, "smiles": "COC/C=C/C1=CC2=CC(=O)[C@@](C)(OC(=O)c3cnc4ccccc4n3)C(=O)C2=CN1C(CO)CO", "fmax_ha_per_bohr": 0.0163, "gap_ev": 7.26}



Entry 3:
{"formula": "C26H25N5O6", "method": "wB97M-V/def2-TZVPD", "elements": ["N", "C", "C", "C", "C", "H", "H", "H", "H", "H", "N", "C", "C", "C", "C", "H", "H", "H", "H", "H", "C", "C", "C", "C", "C", "C", "N", "O", "O", "H", "H", "H", "H", "H", "C", "C", "C", "C", "C", "C", "N", "O", "O", "H", "H", "H", "H", "H", "C", "C", "C", "C", "C", "C", "N", "O", "O", "H", "H", "H", "H", "H"], "coordinates": [[-3.39191, -1.63946, -4.59135], [-2.49634, -1.41702, -3.54844], [-1.40880, -2.29795, -3.70772], [-1.53248, -2.91042, -4.95554], [-2.84474, -2.58774, -5.35297], [-4.34367, -1.30578, -4.64522], [-2.65462, -0.71826, -2.74031], [-0.53026, -2.47273, -3.10437], [-0.85134, -3.64625, -5.35678], [-3.36976, -2.85114, -6.25927], [1.16114, 0.13230, -1.50551], [2.11277, -0.20682, -0.54179], [1.73172, 0.18767, 0.78527], [0.38796, 0.72082, 0.53087], [0.14087, 0.68135, -0.78331], [0.97248, -0.26354, -2.41535], [3.05179, -0.68119, -0.78597], [2.26474, 0.15899, 1.72413], [-0.22366, 1.17849, 1.29432], [-0.74442, 1.00749, -1.30895], [-1.14011, -2.42421, 0.52498], [-2.24385, -3.23055, 0.63164], [-2.07575, -4.57405, 0.77212], [-0.76706, -5.12762, 0.88514], [0.38990, -4.34502, 0.80786], [0.12074, -3.00625, 0.60082], [-0.58791, -6.57922, 1.25183], [-1.65906, -7.18986, 1.51451], [0.53605, -7.11882, 1.07491], [-1.21455, -1.34935, 0.45068], [-3.25659, -2.85679, 0.59898], [-3.08341, -4.95604, 0.70057], [1.34343, -4.84735, 0.87757], [0.94321, -2.30938, 0.53515], [-3.31892, 0.12703, 1.66424], [-3.85244, 0.59020, 0.48471], [-3.75998, 1.96390, 0.22423], [-3.08319, 2.78918, 1.05085], [-2.49347, 2.29143, 2.20215], [-2.58531, 0.93189, 2.57351], [-2.70090, 4.26467, 0.70405], [-1.65642, 4.75766, 1.27610], [-3.39966, 4.95968, -0.01399], [-3.47211, -0.85072, 2.09661], [-4.49234, -0.03269, -0.12269], [-4.00454, 2.34755, -0.75526], [-2.12243, 2.89946, 3.01395], [-2.25159, 0.63026, 3.55538], [3.41580, 2.86077, 0.21910], [4.72822, 2.68130, -0.15752], [5.81017, 3.14467, 0.71450], [5.55686, 4.01859, 1.83116], [4.20423, 4.21965, 2.12642], [3.18377, 3.61975, 1.35793], [6.69485, 4.53141, 2.60275], [6.44999, 5.52581, 3.23849], [7.73711, 3.85485, 2.63257], [2.55564, 2.64769, -0.39824], [5.01661, 2.09640, -1.01840], [6.85002, 3.08815, 0.42827], [4.07436, 4.96266, 2.89939], [2.17911, 3.92450, 1.61129]], "multiplicity": 2, "homo_ha": [-0.4063, -0.4062], "total_charge": 1, "fmax_ha_per_bohr": 0.0907, "s2": 0.762, "gap_ev": [6.90, 2.92]}



Entry 4:
{"formula": "C26H25N7O2PdS", "method": "wB97M-V/def2-TZVPD", "elements": ["Pd", "C", "C", "N", "N", "C", "N", "S", "C", "C", "C", "C", "C", "N", "H", "H", "H", "H", "H", "H", "H", "H", "H", "H", "O", "C", "O", "C", "C", "C", "C", "C", "C", "N", "C", "C", "C", "C", "C", "C", "N", "H", "H", "H", "H", "H", "H", "H", "H", "H", "H", "C", "C", "C", "N", "C", "C", "H", "H", "H", "H", "H"], "coordinates": [[-0.34602, -0.33172, -0.12370], [3.54230, 0.05610, -2.16239], [2.14020, 0.16744, -1.61092], [1.79298, -0.12700, -0.25865], [2.23213, -0.66894, 2.05230], [1.05059, -0.69606, 2.78610], [1.21163, -0.71082, 4.09600], [-0.50502, -0.62458, 2.15234], [1.02205, 0.23968, -2.59637], [1.25696, 0.52773, -3.92479], [0.19036, 0.51719, -4.82434], [-1.07250, 0.21204, -4.36073], [-1.24033, -0.05902, -3.01037], [-0.22318, -0.04211, -2.14638], [4.30941, -0.00999, -1.39322], [3.78521, 0.93590, -2.75805], [3.63438, -0.81079, -2.82096], [3.06701, -0.49611, 2.59523], [2.09630, -0.89275, 4.55009], [0.40445, -0.61853, 4.70040], [2.25165, 0.75232, -4.28019], [0.35768, 0.73810, -5.87044], [-1.92444, 0.18134, -5.02577], [-2.21338, -0.29919, -2.60657], [2.30149, 8.60425, 0.17016], [1.58804, 7.73008, -0.49176], [0.98880, 7.95947, -1.50478], [1.53937, 6.25739, -0.20520], [0.26842, 5.63610, -0.15058], [0.19878, 4.28588, -0.09565], [1.40273, 3.46261, -0.13563], [2.69655, 4.14458, -0.16925], [2.74997, 5.49367, -0.20961], [1.20523, 2.18648, -0.18052], [2.19527, 1.24609, -0.30066], [2.43290, -1.12656, 0.69499], [3.93586, -1.21841, 0.58064], [4.58270, -2.39007, 0.31032], [3.79646, -3.52914, 0.16805], [2.33780, -3.44992, 0.26508], [1.71171, -2.35839, 0.48228], [2.62898, 8.31929, 1.03840], [-0.62302, 6.24886, -0.17558], [-0.75131, 3.77101, -0.04835], [3.61977, 3.58097, -0.17131], [3.70138, 6.00857, -0.26324], [3.25148, 1.47264, -0.24653], [4.51182, -0.33031, 0.82958], [5.66395, -2.44452, 0.26281], [4.25909, -4.49856, -0.00562], [1.74882, -4.35362, 0.13908], [-5.08862, -0.95245, 0.00364], [-4.55007, 0.32474, -0.09667], [-3.17987, 0.47293, -0.12515], [-2.35155, -0.58584, -0.06246], [-2.86810, -1.82372, 0.04238], [-4.23046, -2.04121, 0.07331], [-6.16104, -1.09519, 0.03111], [-5.18483, 1.19829, -0.14718], [-2.71738, 1.44776, -0.19772], [-2.16490, -2.64291, 0.10323], [-4.60762, -3.05093, 0.15558]], "homo_ha": -0.7327, "e_above_lowest_kj_mol": 216.26, "total_charge": 4, "fmax_ha_per_bohr": 0.0335, "gap_ev": 4.85}



| no. | E_tot (eV) |
| --- | --- |
| 1 | -34435.8067 |
| 2 | -46169.2265 |
| 3 | -47082.6620 |
| 4 | -56165.2095 |